2 unconnected molecules or ions with the total composition C31H30N5 at a distorted geometry. Source: OMol25; level of theory: ωB97M-V/def2-TZVPD.

Last column: natural (NBO) charge in e.
CARTESIAN COORDINATES (ANGSTROEM)
N: 1.39293 -0.97100 1.09223  0.244
N: 2.25814 -1.30476 0.41599  -0.067
N: 0.38889 -0.52754 1.67127  -0.340
N: 2.68022 5.71333 -0.84817  -0.304
N: 1.77739 1.25961 3.30600  -0.665
C: 3.28718 4.52046 -0.50678  0.305
C: -0.74078 7.07887 -1.10933  -0.117
C: 4.99186 2.84138 -0.91512  -0.092
C: -0.75826 5.21221 0.41905  -0.151
C: 0.63941 5.02015 0.27065  -0.050
C: 2.88982 -4.14737 4.02292  -0.196
C: -3.83024 -1.77145 3.79070  -0.209
C: 1.35181 5.95672 -0.56147  0.211
C: 1.16658 -3.11433 2.65710  -0.236
C: -1.17284 -1.07142 3.38088  -0.040
C: 1.31338 3.90932 0.80871  -0.009
C: 0.47216 2.84166 4.46963  -0.419
C: -2.84556 -2.23796 4.66479  -0.217
C: -2.15973 -0.51760 2.56775  -0.213
C: 0.29660 -0.78209 3.09594  0.015
C: 3.42113 6.63862 -1.70937  -0.422
C: 2.77541 -3.09677 4.93009  -0.209
C: 1.89379 -2.03366 4.68286  -0.246
C: 0.67908 0.51119 3.83562  -0.030
C: 1.92403 2.45412 4.14716  -0.217
C: 1.17407 -1.98888 3.48263  0.044
C: -3.50096 -0.85152 2.78562  -0.204
C: 0.65076 7.00982 -1.18050  -0.253
C: -1.44916 6.17736 -0.29844  -0.216
C: 4.52620 4.15059 -1.05375  -0.298
C: 2.58570 3.58635 0.33425  -0.150
C: 3.17238 2.31723 0.57588  -0.131
C: -0.36920 1.58480 4.17922  -0.402
C: 2.03962 -4.18085 2.90768  -0.200
C: 4.30513 1.91205 -0.10434  -0.225
C: -1.51181 -1.86269 4.47433  -0.163
H: 2.43583 2.19578 5.09182  0.178
H: 0.77424 3.19014 1.42514  0.254
H: -1.09362 1.69617 3.36742  0.212
H: 0.38112 3.15831 5.51486  0.226
H: -4.26237 -0.38513 2.15684  0.219
H: 2.92395 7.60676 -1.73406  0.230
H: 4.66760 0.88324 -0.01929  0.248
H: 5.09080 4.87090 -1.64916  0.236
H: 2.05210 -5.02134 2.21589  0.225
H: 3.49505 6.25552 -2.73658  0.230
H: -0.74504 -2.18727 5.18219  0.214
H: -1.29543 4.56202 1.10225  0.233
H: -1.26976 7.82588 -1.69657  0.241
H: 4.43015 6.79286 -1.31397  0.232
H: 0.42695 -3.20431 1.84765  0.229
H: 3.35923 -3.08654 5.85556  0.223
H: 2.48780 3.23956 3.63628  0.193
H: 0.97716 0.15409 4.82473  0.165
H: -1.86123 0.18046 1.78110  0.225
H: 2.66708 1.66615 1.29108  0.266
H: -3.11048 -2.90058 5.49109  0.223
H: 5.88837 2.53770 -1.45069  0.238
H: -0.90253 1.25700 5.07439  0.228
H: 1.16565 7.75058 -1.79114  0.229
H: -4.86908 -2.08183 3.91218  0.223
H: 0.18572 3.69779 3.85415  0.197
H: -2.53834 6.24257 -0.24127  0.243
H: 1.77338 -1.26019 5.44907  0.214
H: 2.64468 0.71017 3.20487  0.376
H: 3.58926 -4.96549 4.20356  0.224

Values from the calculation:
Relative energy (zero: lowest compared OMol25 entry of this formula, charge and spin): 0.3557 eV
Orbital gap: 6.20 eV
Total energy: -40076.51513 eV
E_LUMO: -4.72 eV
Multiplicity: 1
Net charge: +1

***

A single C6H6O molecule. Source: OMol25; level of theory: ωB97M-V/def2-TZVPD.

Last column: natural (NBO) charge in e.
CARTESIAN COORDINATES (ANGSTROEM)
O: 0.04206 -2.14125 0.49654  -0.458
C: 1.99806 1.56428 -0.47870  -0.230
C: -0.13773 -1.32131 -0.68490  -0.050
C: 0.02883 -0.08237 0.21645  -0.323
C: 1.12026 0.81383 -0.13666  0.005
C: -1.26027 0.67185 0.59354  -0.592
C: 0.31236 -1.14829 1.33104  0.333
H: 2.77683 2.23149 -0.77657  0.242
H: -2.14909 0.12875 0.25742  0.214
H: -1.31609 0.76950 1.68244  0.233
H: -1.27332 1.67263 0.15566  0.232
H: -1.11409 -1.48761 -1.14773  0.192
H: 0.67148 -1.50676 -1.39342  0.203

Values from the calculation:
Relative energy (zero: lowest compared OMol25 entry of this formula, charge and spin): 5.2296 eV
Orbital gap: 9.54 eV
Total energy: -8361.27649 eV
E_LUMO: 0.72 eV
Multiplicity: 1

***

A single C18H20BrFN2O molecule. Source: OMol25; level of theory: ωB97M-V/def2-TZVPD.

Last column: natural (NBO) charge in e.
CARTESIAN COORDINATES (ANGSTROEM)
Br: -4.89409 -2.07093 -0.09816  0.043
F: 5.93765 -2.88764 1.90294  -0.324
O: 1.02870 2.70011 -1.29865  -0.641
N: 1.69758 0.58809 -0.88790  -0.623
N: -0.34145 2.83374 1.24749  -0.432
C: 1.09238 1.75100 -0.54608  0.665
C: 4.51464 -0.24967 -0.91171  -0.044
C: -2.95554 1.29473 1.35451  -0.136
C: -3.21766 0.01454 -1.09128  -0.240
C: -3.84343 -0.48328 0.03735  -0.074
C: -2.31826 1.81726 0.23391  -0.055
C: 5.47040 -2.02190 0.97920  0.395
C: 3.94072 0.69400 -1.92802  -0.426
C: 4.57940 0.11369 0.42882  -0.195
C: 5.41851 -2.41442 -0.34587  -0.274
C: -1.47938 3.05672 0.35699  -0.251
C: 5.05692 -0.76611 1.38357  -0.282
C: 0.42490 4.05006 1.44016  -0.413
C: 0.47828 1.70528 0.85816  -0.326
C: 4.93611 -1.52094 -1.28461  -0.195
C: -3.71827 0.14563 1.26472  -0.257
C: -2.45433 1.16399 -0.98403  -0.193
C: 2.43556 0.43427 -2.11974  -0.214
H: -1.95688 1.55567 -1.85910  0.223
H: 2.27416 -0.57712 -2.50174  0.196
H: -0.23288 4.81323 1.85472  0.198
H: 4.25975 1.10136 0.72848  0.215
H: -3.32408 -0.48895 -2.03997  0.228
H: 1.81372 -0.13054 -0.19116  0.400
H: -0.13270 0.79929 0.93029  0.228
H: 2.02844 1.16169 -2.82520  0.234
H: -2.84274 1.79345 2.30483  0.215
H: 4.07378 1.72609 -1.60122  0.220
H: 0.86548 4.43142 0.51173  0.194
H: 5.11498 -0.49107 2.42486  0.231
H: 1.29382 1.61850 1.58382  0.218
H: 4.89215 -1.81374 -2.32326  0.215
H: 4.43777 0.56580 -2.89008  0.218
H: 1.22123 3.85472 2.15788  0.193
H: 5.75297 -3.40052 -0.62642  0.231
H: -2.07892 3.85338 0.80991  0.205
H: -1.15744 3.39230 -0.63870  0.205
H: -4.21285 -0.25804 2.13498  0.227

Values from the calculation:
Orbital gap: 9.14 eV
Total energy: -96778.89515 eV
E_LUMO: 0.63 eV
Multiplicity: 1
SMILES: CN(CC(=O)NCCc1ccc(F)cc1)Cc1ccc(Br)cc1

***

2 unconnected molecules or ions with the total composition C3H8N5 at a distorted geometry. Source: OMol25; level of theory: ωB97M-V/def2-TZVPD.

Last column: natural (NBO) charge in e.
CARTESIAN COORDINATES (ANGSTROEM)
N: 1.02178 1.63638 -0.15973  -0.643
N: -1.19440 -1.16260 0.03127  -0.530
N: -2.46916 0.76413 -0.13913  -0.510
N: -0.11624 0.90979 -0.12203  -0.190
N: 0.99657 -1.09221 -0.85258  -0.796
C: -2.35533 -0.55272 -0.08385  0.362
C: 0.04483 -0.48921 -0.03018  0.449
C: -1.32648 1.44409 -0.18767  0.348
H: 1.09673 -2.15099 -0.69634  0.412
H: 1.83654 -0.70163 -0.77621  0.382
H: 0.31117 -0.96122 1.69828  -0.068
H: 1.95393 1.29150 -0.05748  0.422
H: -1.38144 2.59702 -0.43710  0.245
H: -1.07178 -2.13296 -0.11481  0.435
H: -3.35610 -1.11279 0.19939  0.261
H: 0.94910 2.66285 -0.13536  0.421

Values from the calculation:
Relative energy (zero: lowest compared OMol25 entry of this formula, charge and spin): 4.7953 eV
Orbital gap (alpha / beta): 7.69 / 7.69 eV
Total energy: -10679.68532 eV
E_LUMO (alpha / beta): -4.88 / -4.88 eV
Multiplicity: 1
Net charge: +1

***

A molecular structure, C3H4CoO4 at a distorted geometry. Source: OMol25; level of theory: ωB97M-V/def2-TZVPD.

Last column: natural (NBO) charge in e.
CARTESIAN COORDINATES (ANGSTROEM)
Co: -0.77927 2.36274 -5.47373  0.884
O: -1.64416 1.55018 0.54480  -0.675
O: -1.39115 2.51790 -1.50411  -0.721
O: -1.17828 2.60900 -3.71622  -0.810
O: -1.36379 0.66626 -2.66572  -0.445
C: -1.30518 1.96992 -2.67928  1.067
C: -2.24606 1.04755 -0.48195  0.548
C: -1.50065 0.07087 -1.37198  -0.179
H: -2.06542 -0.85792 -1.50579  0.252
H: -1.16665 2.62335 -0.16368  0.638
H: -3.34087 1.11382 -0.57192  0.201
H: -0.50224 -0.12036 -0.95987  0.241

Values from the calculation:
Relative energy (zero: lowest compared OMol25 entry of this formula, charge and spin): 2.4356 eV
Orbital gap (alpha / beta): 6.68 / 8.90 eV
Total energy: -48979.05738 eV
E_LUMO (alpha / beta): -5.37 / -6.55 eV
Multiplicity: 5
Net charge: +1
⟨S²⟩: 6.005

***

11 unconnected molecules or ions with the total composition C29H80O11 at a distorted geometry. Source: OMol25; level of theory: ωB97M-V/def2-TZVPD.

Last column: Löwdin charge in e.
CARTESIAN COORDINATES (ANGSTROEM)
O: -13.63327 -8.56706 13.17396  -0.128
O: -7.71909 -8.58650 19.26595  -0.090
O: -8.68244 -4.84293 12.81701  -0.079
O: -14.18700 -3.26061 16.38793  -0.116
O: -11.93202 -7.02561 14.53499  -0.092
O: -13.71344 -11.31472 13.96522  -0.142
O: -9.72994 -7.42447 13.00608  -0.072
O: -5.86802 -9.41128 17.05460  -0.061
O: -10.36807 -14.01812 14.28022  -0.063
O: -13.04271 -10.85672 21.83819  -0.061
O: -17.30806 -8.15760 19.69316  -0.054
C: -14.64740 -7.71158 12.54451  -0.422
C: -14.07320 -7.14375 11.23993  -0.056
C: -13.19424 -6.94085 16.57255  -0.042
C: -8.65171 -4.53401 15.18585  -0.044
C: -13.89676 -10.43594 20.80911  -0.478
C: -15.91081 -8.61310 12.32349  -0.036
C: -12.94787 -3.06109 15.78769  -0.192
C: -14.52630 -10.89758 15.03640  -0.190
C: -7.58763 -10.99049 16.48014  -0.049
C: -9.84543 -8.07272 11.76089  -0.483
C: -6.65707 -9.85777 16.00105  -0.499
C: -13.11654 -10.67582 19.49239  -0.046
C: -12.46755 -14.57674 15.28080  -0.060
C: -7.39644 -6.26076 19.35322  -0.042
C: -8.29506 -3.90105 13.83581  -0.445
C: -9.74440 -7.29641 19.48730  -0.038
C: -10.39996 -9.47695 12.02417  -0.015
C: -11.04894 -14.09812 15.53132  -0.505
C: -14.28077 -8.91695 20.93347  -0.040
C: -9.08643 -2.59362 13.62029  -0.045
C: -11.45329 -8.70594 16.29535  -0.010
C: -17.64836 -8.50777 18.39098  -0.486
C: -11.86136 -7.21944 15.95696  -0.441
C: -18.99678 -7.85713 17.95737  -0.069
C: -8.27440 -7.43958 19.89702  -0.464
C: -8.51260 -8.01785 11.07420  -0.045
C: -7.45995 -8.66051 15.46070  -0.056
C: -11.04334 -12.74490 16.21526  -0.059
C: -16.54046 -8.00988 17.39903  -0.061
H: -12.14880 -9.41095 15.83632  0.064
H: -15.56847 -11.31892 15.02196  0.088
H: -10.93003 -13.38044 13.76410  0.108
H: -8.17563 -11.38824 15.65725  0.066
H: -8.08629 -7.47489 20.98372  0.138
H: -12.34544 -9.89781 19.45974  0.058
H: -14.59617 -9.80017 15.08309  0.052
H: -7.81173 -8.60138 11.64247  0.080
H: -13.05262 -13.86123 14.71316  0.063
H: -19.00061 -6.75961 18.00502  0.078
H: -11.05419 -7.17841 14.08083  0.072
H: -10.27794 -10.06022 11.10060  0.089
H: -17.87904 -7.42431 19.94842  0.092
H: -6.33165 -6.45945 19.57309  0.087
H: -13.02899 -14.79994 16.22003  0.091
H: -7.22627 -3.78464 13.72462  0.133
H: -13.50797 -5.88071 16.46464  0.073
H: -9.63006 -7.04137 18.42730  0.071
H: -17.65456 -9.61458 18.30209  0.142
H: -11.06285 -6.59450 16.30526  0.107
H: -8.16798 -10.49195 17.30072  0.081
H: -9.80252 -10.04689 12.72615  0.079
H: -13.01530 -7.94636 13.63942  0.043
H: -8.94093 -1.94742 14.49172  0.081
H: -16.38765 -6.91810 17.32716  0.087
H: -6.36155 -9.16197 17.85321  0.057
H: -10.50215 -7.54777 11.06918  0.133
H: -13.13023 -6.63671 11.44931  0.069
H: -10.51207 -8.99443 15.84894  0.062
H: -8.33524 -3.91289 16.02765  0.081
H: -14.73409 -6.45463 10.70436  0.076
H: -7.03569 -11.77178 16.98404  0.075
H: -12.41045 -15.51515 14.71625  0.080
H: -13.09768 -7.06536 17.64945  0.081
H: -8.08469 -9.39864 19.66281  0.112
H: -14.00853 -3.66832 17.24522  0.076
H: -13.75416 -10.49374 18.63563  0.065
H: -11.70506 -12.03027 15.66855  0.070
H: -19.79957 -8.25697 18.63581  0.086
H: -10.08169 -6.39583 20.01708  0.088
H: -19.33084 -8.11111 16.91608  0.088
H: -9.52168 -6.50267 12.86692  0.048
H: -13.91999 -7.66205 16.13749  0.082
H: -14.80590 -11.10031 20.84181  0.144
H: -8.10069 -7.00512 10.96177  0.082
H: -5.94907 -10.24119 15.26493  0.135
H: -10.48502 -14.73125 16.20922  0.134
H: -6.80502 -7.88160 15.00893  0.086
H: -8.15810 -8.92264 14.65346  0.057
H: -10.13552 -2.90045 13.54528  0.080
H: -11.48765 -8.83783 17.37034  0.055
H: -8.71300 -8.50210 10.13944  0.077
H: -8.81308 -2.04093 12.71740  0.076
H: -13.51665 -10.89248 22.67626  0.091
H: -12.50282 -2.08153 15.97413  0.079
H: -16.74350 -8.05704 11.91841  0.072
H: -13.93347 -7.94154 10.50890  0.078
H: -12.68350 -11.65072 19.41499  0.064
H: -13.58783 -10.56386 13.36306  0.043
H: -8.15674 -5.51097 15.32872  0.075
H: -14.90457 -6.89468 13.20597  0.127
H: -11.42271 -9.43956 12.31122  0.048
H: -12.24666 -3.80902 16.14714  0.060
H: -7.64248 -5.34999 19.87692  0.069
H: -10.01833 -12.35718 16.29200  0.056
H: -10.30648 -8.17320 19.73082  0.061
H: -15.63275 -8.38019 17.83038  0.040
H: -16.22983 -8.93806 13.29700  0.049
H: -8.24837 -4.51561 12.02347  0.098
H: -7.48166 -6.17153 18.27056  0.067
H: -9.75409 -4.67106 15.26928  0.079
H: -14.70298 -8.65302 21.91713  0.078
H: -11.49902 -12.82140 17.21223  0.076
H: -8.03641 -8.23689 16.28783  0.061
H: -16.80168 -8.41671 16.41930  0.075
H: -14.07675 -11.28699 15.96919  0.064
H: -15.55148 -9.51137 11.77764  0.095
H: -15.13059 -8.77350 20.23803  0.051
H: -13.43148 -8.28503 20.71618  0.062
H: -13.05049 -3.27476 14.72270  0.084

Values from the calculation:
Relative energy (zero: lowest compared OMol25 entry of this formula, charge and spin): 1.5933 eV
Orbital gap: 9.88 eV
Total energy: -53891.34718 eV
E_LUMO: 0.38 eV
Multiplicity: 1
SMILES: CC(C)O.CC(C)O.CC(C)O.CC(C)O.CC(C)O.CC(C)O.CC(C)O.CC(C)O.CC(C)O.CO.CO

***

A single C5H7N molecule. Source: OMol25; level of theory: ωB97M-V/def2-TZVPD.

Last column: natural (NBO) charge in e.
CARTESIAN COORDINATES (ANGSTROEM)
N: -0.76984 0.06088 -0.21136  -0.220
C: 1.58568 0.01093 0.46332  -0.040
C: 0.38714 0.83333 0.29866  -0.284
C: 2.59535 -0.62376 0.62048  -0.197
C: -0.69499 -0.29684 -1.48943  -0.373
C: -1.74357 -0.17162 0.66614  -0.371
H: 0.57594 1.63971 -0.41593  0.239
H: 0.09738 1.28915 1.24729  0.241
H: -1.59657 0.10009 1.69930  0.188
H: 0.16157 0.01353 -2.06759  0.192
H: -2.61013 -0.72710 0.33477  0.192
H: 3.48450 -1.20095 0.75106  0.240
H: -1.47248 -0.92733 -1.89671  0.193

Values from the calculation:
Relative energy (zero: lowest compared OMol25 entry of this formula, charge and spin): 4.4327 eV
Orbital gap: 7.71 eV
Total energy: -6784.07994 eV
E_LUMO: 0.96 eV
Multiplicity: 1